Entry 1:
Entry from the OMol25 dataset: a single C3H4O2S molecule (the ωB97M-V functional and the def2-TZVPD basis).

The geometry in XYZ format:
```
10
Properties=species:S:1:pos:R:3:forces:R:3:mulliken_charge:R:1
C 0.073333 0.197058 0.242093 0.6 0.3 0.7 0.574
H -1.999498 -0.857606 0.241032 2.3 0.7 1.4 0.196
O -0.974026 0.961248 0.824103 0.3 0.5 -0.5 -0.401
C -1.078523 -0.440910 0.884911 -2.6 -1.0 -1.2 -0.348
O 1.355003 -0.025010 -1.735386 -1.5 0.1 -0.1 -0.514
H -0.557856 0.646443 -1.949304 0.9 -0.7 1.4 0.306
C 0.277117 0.249876 -1.237639 -0.1 0.6 -2.3 0.019
H 2.173318 -0.215287 -0.159526 0.4 0.2 0.6 0.209
S 1.711910 0.328897 0.999290 -0.4 -0.4 0.3 -0.288
H -0.980779 -0.844708 1.890424 0.1 -0.2 -0.3 0.245
```
Positions in Å, forces in eV/Å.

Calculated values
Total charge = 0
Largest force on an atom = 3.07 eV/Å
SMILES = O=C[C@]1(S)CO1
Energy above the lowest of the compared OMol25 structures with the same formula, charge and spin = 56.6 kcal per mole
HOMO energy = -9.35 eV
Electronic energy = -665.2955 Ha
Orbital gap = 9.5650 eV

Entry 2:
Entry from the OMol25 dataset: 2 unconnected molecules or ions with the total composition C3H4O2S (the ωB97M-V functional and the def2-TZVPD basis).

The geometry in XYZ format:
```
10
Properties=species:S:1:pos:R:3:forces:R:3:mulliken_charge:R:1
C 0.318219 1.119229 1.387463 1.1 2.5 -2.0 -0.905
H 0.988164 2.053080 1.494954 -0.2 -2.1 0.6 0.267
O -0.085400 2.350948 -0.646287 0.1 0.0 -0.8 -0.549
C 0.116793 1.260033 -0.139758 -0.8 -0.6 0.9 0.396
O 0.233570 -1.178233 -0.871820 0.6 -0.7 -0.5 -0.277
H 0.559847 0.119979 1.619027 1.3 -0.8 0.8 0.320
H -0.524385 -3.666566 -2.653883 -0.6 0.3 1.2 0.150
S -1.152564 -3.374413 -1.434243 0.3 -0.7 -1.2 -0.157
C 0.074873 -0.054019 -0.712552 -0.3 1.8 0.7 0.464
H -0.529119 1.369963 1.957098 -1.6 0.3 0.3 0.292
```
Positions in Å, forces in eV/Å.

Calculated values
Total charge = 0
Largest force on an atom = 3.37 eV/Å
Energy above the lowest of the compared OMol25 structures with the same formula, charge and spin = 99.1 kcal per mole
HOMO energy (alpha / beta) = -8.29 / -9.95 eV
Electronic energy = -665.2276 Ha
Orbital gap (alpha / beta) = 6.2315 / 9.1527 eV

Entry 3:
Entry from the OMol25 dataset: 2 unconnected molecules or ions with the total composition C3H4O2S (the ωB97M-V functional and the def2-TZVPD basis).

The geometry in XYZ format:
```
10
Properties=species:S:1:pos:R:3:forces:R:3:mulliken_charge:R:1
O -0.594895 2.489987 0.248601 0.6 1.1 -0.4 -0.360
C -0.037852 -1.409625 0.035306 1.6 -1.8 3.2 -0.506
C 0.397766 -0.510225 -0.762264 0.6 2.7 -1.4 -0.238
H 0.524213 -1.805615 0.913682 0.1 0.1 -1.1 0.182
O -2.082948 0.914210 0.962442 -2.1 -1.7 0.9 -0.330
H -0.254670 0.127283 -1.340943 -0.5 -0.8 -0.8 0.286
H -0.985508 -1.793037 0.011401 -2.5 -0.5 -0.2 0.327
S 1.946271 0.243706 -0.936907 0.8 0.4 -0.3 -0.191
H 2.461442 0.017308 0.259646 0.2 -0.3 0.5 0.106
C -1.373820 1.726009 0.609037 1.4 0.7 -0.4 0.725
```
Positions in Å, forces in eV/Å.

Calculated values
Total charge = 0
Largest force on an atom = 4.03 eV/Å
SMILES = O=C=O.C=CS
Energy above the lowest of the compared OMol25 structures with the same formula, charge and spin = 13.8 kcal per mole
HOMO energy = -8.91 eV
Electronic energy = -665.3637 Ha
Orbital gap = 9.5198 eV

Entry 4:
Entry from the OMol25 dataset: 2 unconnected molecules or ions with the total composition C3H4O3 (the ωB97M-V functional and the def2-TZVPD basis).

The geometry in XYZ format:
```
10
Properties=species:S:1:pos:R:3:forces:R:3:mulliken_charge:R:1
H 1.175696 -1.619771 0.156344 0.4 -2.3 0.1 0.324
H -2.184718 1.077684 0.281556 0.0 -2.0 -1.5 0.388
H 1.163506 1.907309 0.670015 -1.3 -1.9 -1.5 0.286
O 2.749228 -0.254038 0.099813 2.5 -0.4 0.2 -0.520
O 0.529432 1.504968 -0.065935 1.0 1.5 1.1 -0.314
C -1.454399 -0.659443 -0.153963 2.8 0.4 1.3 -0.124
O -2.417521 0.179545 -0.176067 -0.4 1.8 1.1 -0.373
H -1.820740 -1.697528 -0.337843 0.0 0.7 -0.8 0.260
C 0.613374 0.257822 -0.451103 -1.8 -1.1 -0.3 -0.039
C 1.646146 -0.696552 -0.022818 -3.2 3.2 0.2 0.112
```
Positions in Å, forces in eV/Å.

Calculated values
Total charge = 0
Largest force on an atom = 4.51 eV/Å
Energy above the lowest of the compared OMol25 structures with the same formula, charge and spin = 165.7 kcal per mole
HOMO energy (alpha / beta) = -7.43 / -7.43 eV
Electronic energy = -342.1919 Ha
Orbital gap (alpha / beta) = 7.2323 / 7.2408 eV

Entry 5:
Entry from the OMol25 dataset: a molecular structure, C3H4O3 (the ωB97M-V functional and the def2-TZVPD basis).

The geometry in XYZ format:
```
10
Properties=species:S:1:pos:R:3:forces:R:3:mulliken_charge:R:1
O 1.012008 0.248939 1.291920 0.3 0.0 0.2 -0.781
C 0.459004 0.571096 0.158087 -0.3 0.1 -0.4 0.127
C -0.911258 -0.067948 0.209475 -0.2 -0.3 0.1 0.560
H 0.495285 1.623811 -0.210976 0.0 -0.2 0.1 0.265
H -1.351449 0.292481 1.916343 -0.1 -0.1 0.0 0.379
H 0.569134 -0.064963 -2.117891 0.0 0.0 0.2 0.257
O -0.897480 -0.862356 -0.808413 -0.2 0.2 0.2 -0.301
H 1.155958 -1.301201 -0.904027 0.0 0.1 0.0 0.238
O -1.740747 -0.226868 1.180723 0.2 0.2 -0.3 -0.407
C 0.518377 -0.441365 -1.095886 0.3 0.0 -0.1 -0.337
```
Positions in Å, forces in eV/Å.

Calculated values
Total charge = 0
Largest force on an atom = 0.49 eV/Å
Energy above the lowest of the compared OMol25 structures with the same formula, charge and spin = 84.8 kcal per mole
HOMO energy = -8.57 eV
Electronic energy = -342.3208 Ha
Orbital gap = 8.9048 eV

Entry 6:
Entry from the OMol25 dataset: a single C3H4O3 molecule (the ωB97M-V functional and the def2-TZVPD basis).

The geometry in XYZ format:
```
10
Properties=species:S:1:pos:R:3:forces:R:3:mulliken_charge:R:1
O -2.489725 -0.606631 -1.219094 0.2 0.6 0.3 -0.411
H 1.638511 -0.234123 1.559282 0.1 0.0 -0.1 0.304
C -0.196658 -0.202557 0.563727 0.3 0.1 -0.1 -0.483
O 2.006284 0.662782 -0.228482 -0.1 0.1 -0.3 -0.504
C 1.282028 -0.266695 0.526639 -0.1 -0.1 0.3 -0.054
C -2.036055 0.105508 -0.391167 -0.6 -0.3 -0.5 0.403
H -2.516713 0.537096 0.491937 0.0 0.0 -0.1 0.348
H 1.436320 -1.318415 0.198568 0.0 0.1 0.0 0.251
O -0.658439 0.509464 -0.443803 0.1 -0.4 0.3 -0.178
H 1.534445 0.813574 -1.057604 0.1 0.0 0.0 0.324
```
Positions in Å, forces in eV/Å.

Calculated values
Total charge = 0
Largest force on an atom = 0.79 eV/Å
Energy above the lowest of the compared OMol25 structures with the same formula, charge and spin = 88.6 kcal per mole
HOMO energy = -9.46 eV
Electronic energy = -342.3148 Ha
Orbital gap = 9.8377 eV

Entry 7:
Entry from the OMol25 dataset: a molecular structure, C3H4O3 (the ωB97M-V functional and the def2-TZVPD basis).

The geometry in XYZ format:
```
10
Properties=species:S:1:pos:R:3:forces:R:3:mulliken_charge:R:1
H -1.519470 -2.247296 1.063786 1.0 2.9 -0.4 0.297
H 0.534417 1.480336 1.080774 -0.6 -2.4 -3.1 0.235
H -0.739272 1.213451 -0.598773 3.6 -1.9 2.0 0.290
C -1.418177 -1.071636 0.774276 -1.0 0.7 -1.2 0.242
O -2.401937 -0.417437 0.472350 2.0 -1.3 0.8 -0.462
C 1.636691 0.268791 -0.673396 -1.1 3.0 -1.5 -0.008
O -0.109044 -0.558089 0.663883 -2.0 -3.2 1.4 -0.245
O 2.088201 1.133224 -1.407790 -0.2 -1.5 1.1 -0.444
H 2.103300 -0.747664 -0.646792 -0.6 0.4 0.5 0.356
C 0.282032 0.642777 0.111362 -1.2 3.2 0.3 -0.261
```
Positions in Å, forces in eV/Å.

Calculated values
Total charge = 0
Largest force on an atom = 4.52 eV/Å
Energy above the lowest of the compared OMol25 structures with the same formula, charge and spin = 77.2 kcal per mole
HOMO energy = -10.21 eV
Electronic energy = -342.3329 Ha
Orbital gap = 10.7321 eV

Entry 8:
Entry from the OMol25 dataset: a single C3H4O3 molecule (the ωB97M-V functional and the def2-TZVPD basis).

The geometry in XYZ format:
```
10
Properties=species:S:1:pos:R:3:forces:R:3:mulliken_charge:R:1
C -0.212082 0.908381 -0.990810 -0.3 0.3 0.1 0.011
C -0.411771 -0.265848 1.252096 0.0 -0.3 0.3 -0.081
O -0.373933 -1.207882 2.002363 0.0 0.4 -0.3 -0.428
H 1.859634 -0.474841 0.047564 0.0 -0.2 -0.1 0.336
H -0.786454 -1.111677 -0.667055 0.0 0.1 0.0 0.262
O -0.855841 1.846480 -0.586551 0.3 -0.5 -0.2 -0.467
O 1.204563 -0.972768 -0.459719 0.2 0.1 0.1 -0.485
H 0.324390 0.934416 -1.961699 0.0 0.0 0.1 0.356
H -0.683748 0.747837 1.599630 0.0 -0.1 0.0 0.334
C -0.064757 -0.404097 -0.235820 -0.2 0.0 0.0 0.161
```
Positions in Å, forces in eV/Å.

Calculated values
Total charge = 0
Largest force on an atom = 0.56 eV/Å
SMILES = O=CC(O)C=O
Energy above the lowest of the compared OMol25 structures with the same formula, charge and spin = 43.2 kcal per mole
HOMO energy = -9.94 eV
Electronic energy = -342.3871 Ha
Orbital gap = 10.0108 eV

Entry 9:
Entry from the OMol25 dataset: a single C3H4O3 molecule (the ωB97M-V functional and the def2-TZVPD basis).

The geometry in XYZ format:
```
10
Properties=species:S:1:pos:R:3:forces:R:3:mulliken_charge:R:1
C 0.298649 0.198539 -0.285812 0.3 -0.4 0.0 0.629
O 0.377763 -1.917350 0.882777 0.0 0.2 -0.1 -0.510
O 1.384966 -0.084170 -0.747725 -0.3 0.1 0.1 -0.554
O -1.278518 2.120932 -0.504113 1.3 -0.8 -0.2 -0.452
H -1.363419 -1.011899 0.242640 0.0 0.0 0.1 0.260
H 1.192717 -1.820761 0.365891 0.0 0.0 0.0 0.361
C -0.382873 -0.763666 0.667203 -0.1 0.5 -0.2 -0.288
C -0.237599 1.569352 -0.775581 -0.5 0.1 0.2 -0.031
H 0.568378 1.934784 -1.452241 -0.5 0.5 0.0 0.326
H -0.560064 -0.225760 1.606961 -0.1 0.0 0.0 0.257
```
Positions in Å, forces in eV/Å.

Calculated values
Total charge = 0
Largest force on an atom = 1.53 eV/Å
SMILES = O=CC(=O)CO
Energy above the lowest of the compared OMol25 structures with the same formula, charge and spin = 38.2 kcal per mole
HOMO energy = -10.46 eV
Electronic energy = -342.3950 Ha
Orbital gap = 9.6049 eV

Entry 10:
Entry from the OMol25 dataset: a single C3H4O3 molecule (the ωB97M-V functional and the def2-TZVPD basis).

The geometry in XYZ format:
```
10
Properties=species:S:1:pos:R:3:forces:R:3:mulliken_charge:R:1
O 2.137329 0.479570 0.244890 0.0 0.1 -0.1 -0.512
H 1.895585 1.243158 -0.309400 0.1 -0.1 0.0 0.368
H 1.021836 -1.226582 -0.139782 0.0 0.1 0.1 0.238
H 0.764563 -0.479690 1.445321 0.0 0.1 -0.1 0.310
O -0.019743 1.509919 -0.868385 -0.1 -0.4 0.2 -0.609
O -2.041671 -0.842764 -0.540380 0.0 0.3 0.3 -0.294
H -2.938151 -1.046404 -0.227994 0.1 -0.1 -0.1 0.446
C -0.209880 0.505122 -0.202802 0.2 0.3 -0.1 1.091
C 0.965461 -0.258200 0.387838 -0.2 -0.2 0.1 -0.423
C -1.575330 0.115869 0.210691 -0.1 -0.2 -0.2 -0.616
```
Positions in Å, forces in eV/Å.

Calculated values
Total charge = 0
Largest force on an atom = 0.49 eV/Å
Energy above the lowest of the compared OMol25 structures with the same formula, charge and spin = 83.3 kcal per mole
HOMO energy = -9.44 eV
Electronic energy = -342.3232 Ha
Orbital gap = 9.3984 eV